Entry 1:
C36H57AsBaBrCl2F4N4O4 | the ωB97M-V functional and the def2-TZVPD basis

Atoms and positions in Å:
Ba 1.4455 -0.7158 0.8170
C -4.8048 2.0930 2.7169
C -3.5953 1.6649 1.8638
N -2.4417 1.2601 2.6199
C -1.7098 2.3039 3.2973
C -0.6281 2.9067 2.3995
C -2.5292 -0.0311 3.2572
C -1.5825 -1.0320 2.5674
N -0.2081 -0.6110 2.6469
C 0.4419 -0.7019 3.7808
C 1.7351 -0.1064 3.8594
F 2.1728 0.5635 2.7427
C 2.5942 -0.2634 4.9099
F 3.8387 0.2711 4.8471
C 2.2253 -0.9546 6.0582
C 0.9456 -1.4852 6.0613
F 0.5315 -2.1608 7.1653
C 0.0834 -1.3697 4.9965
F -1.1227 -2.0113 5.1208
H -5.6588 2.3309 2.0847
H -4.5595 2.9721 3.3111
H -5.0900 1.2885 3.3929
H -3.3112 2.4875 1.2042
H -3.8840 0.8269 1.2248
H -1.2319 1.8734 4.1819
H -2.3769 3.1130 3.6416
H 0.0892 2.1381 2.1256
H -0.1124 3.7156 2.9129
H -1.0634 3.3011 1.4856
H -3.5466 -0.4315 3.1813
H -2.2801 0.0448 4.3213
H -1.8504 -1.0492 1.5069
H -1.7598 -2.0326 2.9824
H 2.8908 -1.0879 6.8885
C -1.3950 4.9315 -4.2901
C 0.1283 4.8334 -4.1842
C 0.6856 4.4654 -5.5650
C 0.6634 6.2083 -3.7621
C 0.5688 3.7846 -3.1768
C -0.3235 2.9696 -2.4965
C 0.1687 2.0545 -1.5966
Br -1.0266 0.8506 -0.6758
C 1.5293 1.8667 -1.2645
O 1.8308 0.9978 -0.3708
C 2.4328 2.6866 -2.0058
C 1.9245 3.5940 -2.9209
C 3.9516 2.6027 -1.8679
C 4.5044 3.9795 -1.4666
C 4.4455 1.5925 -0.8298
C 4.5475 2.1939 -3.2246
H -1.6608 5.7027 -5.0119
H -1.8301 5.1952 -3.3292
H -1.8205 3.9892 -4.6253
H 0.3896 5.2061 -6.3067
H 0.3054 3.4929 -5.8680
H 1.7703 4.4112 -5.5419
H 0.3393 6.9723 -4.4680
H 1.7489 6.2110 -3.7251
H 0.2898 6.4647 -2.7735
H -1.3879 3.0210 -2.6539
H 2.6298 4.1930 -3.4796
H 4.0741 4.2920 -0.5183
H 4.2752 4.7358 -2.2125
H 5.5862 3.9232 -1.3576
H 4.0739 1.8396 0.1632
H 5.5363 1.6139 -0.8171
H 4.1167 0.5854 -1.0792
H 4.3133 2.9205 -3.9985
H 4.1483 1.2290 -3.5283
H 5.6304 2.1138 -3.1446
C 0.3827 -4.8876 3.4057
N 0.8390 -3.7648 2.6266
C 2.0564 -3.2049 2.7553
N 2.9652 -3.8592 3.5407
O 2.3343 -2.1333 2.2437
H -0.6720 -5.0551 3.2101
H 0.5128 -4.6988 4.4736
H 0.9369 -5.7913 3.1389
H 0.1604 -3.1946 2.1395
H 2.9229 -4.8601 3.5952
H 3.8925 -3.4665 3.4903
C -2.0345 -5.8551 -0.9041
C -2.9415 -4.6850 -1.2655
As -2.0499 -2.9246 -0.8685
C -1.2541 -2.4740 -2.6350
C -1.7241 -3.2305 -3.8697
C -3.7180 -1.8268 -0.9440
C -4.4655 -1.7310 -2.2617
H -2.5426 -6.8139 -1.0221
H -1.7105 -5.7658 0.1348
H -1.1468 -5.8601 -1.5351
H -3.8412 -4.7222 -0.6429
H -3.2559 -4.7675 -2.3051
H -0.1758 -2.6172 -2.5326
H -1.4182 -1.4015 -2.7725
H -1.4747 -4.2899 -3.8002
H -1.2312 -2.8361 -4.7616
H -2.7988 -3.1353 -4.0215
H -3.4436 -0.8189 -0.6231
H -4.3804 -2.2405 -0.1753
H -3.8759 -1.1893 -2.9983
H -5.4040 -1.1914 -2.1264
H -4.7018 -2.7180 -2.6565
Cl 1.7916 -5.2531 -1.9415
C 1.6478 -4.7009 -0.2769
Cl 2.8262 -5.5050 0.7369
C 1.8324 -3.1571 -0.2734
O 2.9495 -2.6919 -0.3970
O 0.7493 -2.5648 -0.1641
H 0.6475 -4.9558 0.0789

Calculated values
Net charge: -1
HOMO energy, eV: -4.33
Multiplicity: 1
Energy above the lowest of the compared OMol25 structures with the same formula, charge and spin, kJ/mol: 422.10
DFT total energy, a.u.: -8081.17465
Largest force on an atom, eV Å⁻¹: 4.8



Entry 2:
C36H57BN9O5PSZr | the ωB97M-V functional and the def2-TZVPD basis

Atoms and positions in Å:
Zr -0.2299 0.9237 -1.0165
C -2.4406 0.5264 2.0591
C -1.1439 1.2478 2.1718
C -0.5540 1.7474 3.3272
C 0.4787 2.5684 2.8925
C 1.4205 3.3918 3.7031
N 0.5048 2.5303 1.5529
N -0.4852 1.7138 1.0957
B 1.2565 3.4984 0.5581
N 0.2108 4.0430 -0.4347
N -0.4975 3.1906 -1.2367
C -1.4656 3.9095 -1.8254
C -2.5169 3.2846 -2.6817
C -1.3542 5.2391 -1.4301
C -0.2916 5.2850 -0.5418
C 0.2522 6.4549 0.2037
N 2.3296 2.7027 -0.1954
N 1.9682 1.6172 -0.9366
C 3.1011 1.0529 -1.3843
C 3.1247 -0.1913 -2.2103
C 4.1920 1.7950 -0.9434
C 3.6649 2.8327 -0.1893
C 4.3779 3.9309 0.5230
H -2.9835 0.7026 2.9826
H -2.9966 0.8762 1.1999
H -1.3527 -0.8278 1.7771
H -0.8658 1.5903 4.3462
H 1.3757 3.0809 4.7442
H 2.4458 3.2832 3.3524
H 1.1589 4.4494 3.6519
H 1.7518 4.3837 1.1767
H -2.2061 2.3146 -3.0669
H -3.4246 3.1263 -2.0971
H -2.7702 3.9340 -3.5192
H -1.9740 6.0645 -1.7364
H -0.2690 7.3576 -0.1050
H 0.1171 6.3344 1.2789
H 1.3166 6.5879 0.0126
H 2.1278 -0.6012 -2.3632
H 3.5928 -0.0001 -3.1768
H 3.7135 -0.9602 -1.7083
H 5.2333 1.6089 -1.1449
H 5.4512 3.8094 0.3996
H 4.0952 4.9053 0.1250
H 4.1532 3.9295 1.5893
C -0.0723 2.6414 -5.0324
S 0.7994 1.2842 -4.2814
C 0.5222 0.0251 -5.5075
O -0.1237 0.8304 -3.1253
H 0.4819 2.9269 -5.9270
H -0.0661 3.4650 -4.3201
H -1.0880 2.3387 -5.2796
H 1.0367 0.3259 -6.4202
H -0.5481 -0.0854 -5.6736
H 0.9543 -0.8995 -5.1303
O -6.0701 -1.0217 -1.2304
C -5.0426 -1.8154 -1.5319
C -5.3343 -3.1274 -1.9201
C -4.3174 -3.9963 -2.2376
C -2.9776 -3.5929 -2.1782
C -2.6789 -2.3048 -1.8056
C -3.6985 -1.3942 -1.4812
C -3.3948 -0.0256 -1.0629
O -4.2332 0.7666 -0.6649
O -2.1071 0.3295 -1.0558
H -5.7211 -0.1426 -0.9802
H -6.3721 -3.4280 -1.9630
H -4.5607 -5.0072 -2.5380
H -2.1892 -4.2888 -2.4294
H -1.6467 -1.9844 -1.7456
O 0.5477 -0.7927 -0.4364
P 0.5994 -1.8606 0.7071
N 0.4375 -3.2950 -0.0420
C 1.2759 -3.6840 -1.1910
C 0.9067 -5.1480 -1.4268
C 0.5610 -5.6514 -0.0261
C -0.1928 -4.4761 0.5901
N -0.5254 -1.5031 1.7745
C -2.8306 -1.1259 1.9642
C -2.8059 -1.6769 3.3926
C -1.6874 -2.6742 3.5446
C -0.4010 -1.9719 3.1643
N 2.1326 -1.7704 1.2778
C 3.0035 -2.8727 1.6901
C 3.3989 -2.5380 3.1309
C 3.2901 -1.0017 3.2325
C 2.5898 -0.5396 1.9388
H 2.3398 -3.5783 -0.9577
H 1.0552 -3.0533 -2.0545
H 1.7139 -5.7056 -1.8968
H 0.0330 -5.2128 -2.0775
H 1.4777 -5.8451 0.5350
H -0.0282 -6.5660 -0.0282
H -0.0992 -4.4484 1.6760
H -1.2566 -4.5110 0.3413
H -2.6225 -1.8615 1.1934
H -3.7334 -0.5748 1.7193
H -3.7795 -2.1408 3.5599
H -2.7380 -0.8816 4.1386
H -1.8748 -3.5298 2.8906
H -1.6281 -3.0597 4.5633
H 0.4575 -2.6248 3.3422
H -0.2599 -1.1051 3.8233
H 3.8886 -2.9045 1.0466
H 2.4889 -3.8286 1.5965
H 4.4001 -2.8956 3.3616
H 2.7157 -3.0199 3.8304
H 4.2709 -0.5380 3.3224
H 2.7155 -0.7122 4.1114
H 3.2817 0.0008 1.2850
H 1.7365 0.1148 2.1354

Calculated values
Net charge: +2
HOMO energy, eV: -12.88
Multiplicity: 1
Energy above the lowest of the compared OMol25 structures with the same formula, charge and spin, kJ/mol: 0.00
DFT total energy, a.u.: -3086.32055
Largest force on an atom, eV Å⁻¹: 4.4



Entry 3:
C36H57F15O22 | the ωB97M-V functional and the def2-TZVPD basis

Atoms and positions in Å:
C -0.9097 1.7282 -0.1038
C -0.5415 0.4144 0.5920
O 0.8550 0.1524 0.3078
C 1.2402 -0.3179 -0.8590
O 0.5216 -0.3357 -1.8249
C 2.6573 -0.8992 -0.8265
F 3.5026 0.0312 -0.3816
F 2.6075 -1.9356 0.0490
F 3.0268 -1.4112 -1.9835
H -1.9817 1.8913 0.0441
H -0.8012 1.7484 -1.1863
H -0.4514 2.6377 0.2821
H -0.9909 -0.4515 0.1002
H -0.7473 0.4117 1.6550
C -2.2957 3.7458 -5.2137
C -2.1522 3.3374 -3.7609
O -3.0511 4.1019 -2.9777
C -2.6669 4.7758 -1.9247
O -1.5420 4.7721 -1.4951
C -3.8102 5.6332 -1.3343
F -4.8074 5.7992 -2.1752
F -4.2371 4.9305 -0.2558
F -3.3761 6.7954 -0.8339
H -2.6691 4.7627 -5.3572
H -3.0649 3.1664 -5.7284
H -1.3574 3.7298 -5.7675
H -1.0810 3.4140 -3.5594
H -2.2330 2.2520 -3.6714
C 2.4004 -5.1173 -2.2397
C 3.1169 -6.4430 -2.5522
O 4.2007 -6.6056 -1.6633
C 5.3309 -5.9471 -1.9368
O 5.4541 -5.1554 -2.8178
C 6.5161 -6.3602 -1.0241
F 6.8982 -5.3256 -0.2822
F 6.2774 -7.3788 -0.1800
F 7.4824 -6.7969 -1.8494
H 3.0159 -4.2276 -2.3783
H 2.0304 -5.1269 -1.2168
H 1.5956 -4.9952 -2.9666
H 3.3404 -6.5874 -3.6096
H 2.3379 -7.1845 -2.3680
C 5.9636 -7.9397 3.7945
C 4.6453 -7.2348 4.0398
O 4.5053 -6.3121 2.9614
C 4.1947 -5.0437 3.2335
O 4.0992 -4.6548 4.3658
C 3.8775 -4.1693 2.0209
F 3.5654 -4.9653 0.9937
F 2.8449 -3.3860 2.2858
F 4.8948 -3.3832 1.6464
H 6.2427 -8.5876 4.6287
H 6.8504 -7.3063 3.7336
H 5.8690 -8.4870 2.8582
H 4.4813 -6.8578 5.0466
H 3.8382 -7.9679 3.9517
C -6.6892 1.9081 3.3593
C -6.2593 2.7793 2.1874
O -5.3881 2.0397 1.3137
C -5.8556 1.1265 0.4664
O -6.9948 0.7426 0.4898
C -4.8459 0.5256 -0.4828
F -4.5385 1.4005 -1.4493
F -3.7461 0.2336 0.2215
F -5.2734 -0.5909 -1.0511
H -7.0090 0.9697 2.9079
H -7.5954 2.2902 3.8335
H -5.9421 1.8230 4.1436
H -5.6751 3.6458 2.4965
H -7.0777 3.2198 1.6175
C -5.0801 -6.8977 -1.9983
C -3.6783 -6.4419 -1.6197
O -3.3752 -5.2257 -2.3187
C -2.0884 -4.8853 -2.4018
O -1.1619 -5.5842 -2.1107
O -2.0568 -3.6513 -2.9180
C -0.7503 -3.0801 -3.1938
H -5.4886 -7.4983 -1.1839
H -5.0162 -7.5303 -2.8827
H -5.8207 -6.1162 -2.1595
H -2.9599 -7.2105 -1.9034
H -3.5920 -6.3553 -0.5360
H -0.3952 -3.4553 -4.1528
H -0.1735 -3.2831 -2.2976
H -0.8914 -2.0210 -3.3940
C -2.6393 1.6945 3.2000
C -1.3403 1.7623 3.9824
O -1.5067 2.2738 5.3167
C -1.6349 3.5853 5.4938
O -1.4576 4.4559 4.6834
O -1.9135 3.7807 6.7782
C -2.2074 5.0967 7.2526
H -3.5473 1.4373 3.7569
H -2.6277 0.9888 2.3734
H -3.0087 2.6666 2.8611
H -0.6312 2.3555 3.4052
H -0.9540 0.7493 4.0749
H -1.3845 5.4434 7.8725
H -3.1270 4.9474 7.8153
H -2.3960 5.8007 6.4440
C 3.1659 0.1741 3.7153
C 3.3656 1.6741 3.5310
O 2.2051 2.2064 2.8952
C 2.0392 3.5121 2.8978
O 2.6159 4.3565 3.5582
O 1.0863 3.7918 2.0308
C 0.6815 5.1290 1.7906
H 2.1634 -0.0640 4.0737
H 3.7402 -0.1617 4.5814
H 3.4681 -0.3289 2.7995
H 4.2767 1.8523 2.9627
H 3.4371 2.0828 4.5396
H -0.0590 5.4651 2.5206
H 0.1918 5.1875 0.8219
H 1.5235 5.8057 1.9269
C 2.1265 7.6200 -4.7036
C 1.8416 6.4356 -5.6275
O 1.7775 5.3450 -4.6976
C 1.5340 4.1363 -5.2338
O 1.4529 3.9358 -6.4247
O 1.3591 3.2663 -4.2802
C 1.5541 1.8885 -4.5592
H 2.9572 7.4761 -4.0152
H 1.2938 7.8708 -4.0401
H 2.1980 8.5217 -5.3174
H 2.6652 6.3971 -6.3374
H 0.9247 6.7217 -6.1417
H 0.5471 1.5275 -4.7784
H 1.9185 1.3209 -3.7045
H 2.2309 1.6049 -5.3633

Calculated values
HOMO energy, eV: -10.50
Multiplicity: 1
Energy above the lowest of the compared OMol25 structures with the same formula, charge and spin, kJ/mol: 82.07
DFT total energy, a.u.: -4559.26250
Largest force on an atom, eV Å⁻¹: 3.0
SMILES string: CCOC(=O)C(F)(F)F.CCOC(=O)C(F)(F)F.CCOC(=O)C(F)(F)F.CCOC(=O)C(F)(F)F.CCOC(=O)C(F)(F)F.CCOC(=O)OC.CCOC(=O)OC.CCOC(=O)OC.CCOC(=O)OC



Entry 4:
C36H58FeN6O4PS | the ωB97M-V functional and the def2-TZVPD basis

Atoms and positions in Å:
Fe 0.1225 0.0808 0.0729
C -2.5890 0.8596 1.4452
C -3.3468 0.7578 0.1315
C -3.0164 -0.4361 -0.7348
C -4.0500 -1.0802 -1.4005
C -3.7845 -2.1418 -2.2450
C -2.4707 -2.5442 -2.4062
C -1.4892 -1.8805 -1.7033
N -1.7411 -0.8452 -0.8738
N -1.1907 1.3621 1.3801
C -1.0807 2.7534 0.8748
C -1.1239 2.8205 -0.6239
C -1.5491 3.9563 -1.2914
C -1.6199 3.9277 -2.6715
C -1.2914 2.7555 -3.3400
C -0.8642 1.6737 -2.6050
N -0.7571 1.7090 -1.2655
C -0.6599 1.3518 2.7603
C 0.8354 1.2289 2.7727
C 1.5330 1.2536 3.9642
C 2.9120 1.1622 3.9320
C 3.5476 1.0588 2.7030
C 2.7787 1.0155 1.5621
N 1.4372 1.0974 1.5823
H -2.5248 -0.1334 1.8896
H -3.1459 1.5011 2.1353
H -3.2604 1.6714 -0.4620
H -4.4021 0.6845 0.3930
H -5.0649 -0.7351 -1.2518
H -4.5894 -2.6453 -2.7653
H -2.2021 -3.3656 -3.0562
H -0.4555 -2.1845 -1.7850
H -0.1212 3.1519 1.2095
H -1.8632 3.3814 1.3101
H -1.8346 4.8383 -0.7323
H -1.9524 4.7995 -3.2203
H -1.3642 2.6804 -4.4158
H -0.5968 0.7412 -3.0837
H -1.0904 0.5206 3.3129
H -0.9568 2.2757 3.2667
H 0.9958 1.3513 4.8995
H 3.4835 1.1741 4.8512
H 4.6251 1.0018 2.6279
H 3.2307 0.9089 0.5886
C 4.3334 -2.9508 -5.2935
C 3.4067 -1.7386 -5.2911
C 2.2607 -1.8471 -4.2884
C 2.6960 -2.0591 -2.8448
N 3.6994 -1.0814 -2.3921
C 3.4404 0.1066 -1.8732
S 1.8316 0.7401 -1.6996
N 4.4555 0.9069 -1.5430
C 5.8670 0.6703 -1.8804
C 6.2217 0.8380 -3.3534
C 5.9565 2.2291 -3.9300
C 4.5164 2.4667 -4.3816
H 5.0919 -2.8648 -6.0712
H 3.7756 -3.8722 -5.4774
H 4.8636 -3.0774 -4.3435
H 2.9810 -1.6043 -6.2867
H 3.9807 -0.8271 -5.0930
H 1.6225 -2.6961 -4.5536
H 1.6407 -0.9476 -4.3404
H 3.1507 -3.0408 -2.7141
H 1.8534 -1.9957 -2.1654
H 4.6600 -1.2847 -2.6245
H 4.1755 1.8542 -1.3377
H 6.1452 -0.3249 -1.5245
H 6.4347 1.3770 -1.2767
H 5.6943 0.0923 -3.9593
H 7.2845 0.6009 -3.4337
H 6.6094 2.3637 -4.7932
H 6.2619 2.9910 -3.2047
H 4.2154 1.7119 -5.1138
H 4.4219 3.4412 -4.8611
H 3.7918 2.4368 -3.5630
C -2.3943 -3.7434 1.5847
C -1.0291 -4.3354 1.8799
C -0.9611 -5.7944 1.4865
C -0.6215 -4.1267 3.3269
O -0.0686 -3.6615 0.9642
P 0.6244 -2.2852 1.1516
O 1.0457 -1.7582 -0.2239
O -0.3110 -1.2072 1.6927
O 1.8357 -2.4183 2.1266
C 3.0995 -3.1684 1.9291
C 2.8401 -4.5444 1.3392
C 3.6683 -3.2717 3.3268
C 3.9988 -2.3504 1.0198
H -3.1451 -4.2352 2.2043
H -2.6568 -3.8957 0.5356
H -2.4091 -2.6738 1.8033
H -1.6657 -6.3685 2.0891
H 0.0397 -6.1962 1.6491
H -1.2204 -5.9202 0.4344
H -1.3252 -4.6621 3.9642
H -0.6438 -3.0713 3.6097
H 0.3793 -4.5181 3.5201
H 2.2018 -5.1428 1.9899
H 3.7963 -5.0584 1.2370
H 2.3774 -4.4929 0.3515
H 3.0040 -3.8473 3.9726
H 3.7991 -2.2778 3.7607
H 4.6386 -3.7687 3.2952
H 3.5114 -2.1464 0.0646
H 4.9130 -2.9162 0.8330
H 4.2739 -1.4034 1.4897

Calculated values
Net charge: +2
HOMO energy (spin up / spin down), eV: -14.04 / -14.01
<S²>: 8.760
Multiplicity: 6
DFT total energy, a.u.: -4039.12803
Largest force on an atom, eV Å⁻¹: 0.5